Here is the molecule C5H10O2 at a distorted geometry from the OMol25 dataset. Energies are from ωB97M-V with the def2-TZVPD basis set.

Atoms and positions in Å:
C1 2.030 -0.078 -0.531
C2 0.815 0.303 0.299
O1 0.128 1.450 -0.210
C3 -1.439 0.998 -0.292
C4 -1.498 -0.096 0.769
C5 -0.214 -0.840 0.441
O2 -0.393 -1.581 -0.752
H1 2.679 0.787 -0.686
H2 1.732 -0.489 -1.500
H3 2.603 -0.851 -0.003
H4 1.119 0.625 1.297
H5 -0.765 0.958 -1.223
H6 -2.057 1.870 -0.042
H7 -1.461 0.337 1.784
H8 -2.362 -0.771 0.733
H9 0.101 -1.549 1.210
H10 -1.018 -1.074 -1.294

Values from the calculation:
Electronic energy (a.u.): -346.8866
HOMO level (eV): -9.02
Net charge: 0
Energy above the lowest of the compared OMol25 structures with the same formula, charge and spin (eV): 3.7768
Molar mass (u): 102.1
Kohn-Sham gap (eV): 9.9696



Here is the ion C5H10N3S with charge +1 at a distorted geometry from the OMol25 dataset. Energies are from ωB97M-V with the def2-TZVPD basis set.

Atoms and positions in Å:
C1 -2.457 -0.897 -0.283
C2 -0.193 -0.331 0.405
C3 1.353 1.354 1.355
C4 1.120 0.873 -1.134
C5 1.036 0.331 0.275
N1 -2.201 1.334 1.296
N2 -1.082 -1.071 -0.178
N3 -0.605 -2.115 -0.890
S1 -3.166 0.284 0.825
H1 -2.860 -1.593 -0.898
H2 1.158 0.883 2.425
H3 0.752 2.177 1.322
H4 2.428 1.535 1.214
H5 0.796 0.081 -1.861
H6 2.185 1.192 -1.232
H7 0.363 1.573 -1.384
H8 1.906 -0.441 0.194
H9 -0.987 -3.007 -0.747
H10 0.453 -2.162 -0.704

Values from the calculation:
Electronic energy (a.u.): -758.4091
HOMO level (spin up / spin down) (eV): -13.35 / -13.15
Net charge: +1
Energy above the lowest of the compared OMol25 structures with the same formula, charge and spin (eV): 8.5027
Molar mass (u): 144.2
Kohn-Sham gap (spin up / spin down) (eV): 7.6223 / 6.5019



Here is a cluster of 2 separate species, CH2BrNO in total at a distorted geometry from the OMol25 dataset. Energies are from ωB97M-V with the def2-TZVPD basis set.

Atoms and positions in Å:
C1 -0.849 -0.436 0.113
N1 1.170 0.872 -0.110
O1 -1.822 -0.021 0.573
Br1 2.448 -0.346 0.049
H1 -0.412 -1.382 -0.391
H2 1.021 1.493 0.729

Values from the calculation:
Electronic energy (a.u.): -2743.1553
HOMO level (spin up / spin down) (eV): -8.07 / -8.74
Net charge: 0
Energy above the lowest of the compared OMol25 structures with the same formula, charge and spin (eV): 4.5533
Molar mass (u): 123.9
Kohn-Sham gap (spin up / spin down) (eV): 7.6656 / 8.6934



Here is a structure of composition C16H14BCl5CuN6 at a distorted geometry from the OMol25 dataset. Energies are from ωB97M-V with the def2-TZVPD basis set.

Atoms and positions in Å:
H1 1.534 -1.520 2.129
N1 0.204 -1.320 0.493
B1 -1.534 -1.996 -1.371
N2 -0.654 -2.237 -0.115
C1 -0.664 -3.375 0.590
Cu1 0.236 0.719 0.253
H2 -1.347 -4.146 0.281
C2 0.237 -3.224 1.608
H3 0.474 -3.937 2.355
C3 0.787 -1.960 1.511
H4 -2.278 -2.892 -1.682
C4 0.900 1.974 -1.140
H5 1.618 2.667 -0.679
H6 -0.017 2.656 -1.280
H7 1.158 1.769 -2.186
N3 -0.478 -1.622 -2.426
N4 -2.245 -0.673 -0.995
N5 0.525 -0.690 -2.194
N6 -1.593 0.464 -0.551
C5 -0.348 -2.135 -3.656
C6 -3.560 -0.434 -1.031
H8 -1.038 -2.906 -3.940
H9 -4.216 -1.230 -1.307
C7 0.709 -1.505 -4.258
C8 -3.753 0.874 -0.663
C9 1.212 -0.589 -3.329
C10 -2.514 1.421 -0.426
H10 1.091 -1.664 -5.241
H11 -4.649 1.404 -0.534
H12 1.980 0.135 -3.464
H13 -2.239 2.420 -0.180
H14 1.486 0.894 -0.918
Cl1 -0.819 3.237 1.430
C11 0.497 2.467 2.326
C12 1.191 1.446 1.680
C13 2.424 1.025 2.154
Cl2 3.431 0.079 1.132
C14 2.799 1.407 3.476
Cl3 4.194 0.735 4.193
C15 2.042 2.337 4.230
Cl4 2.486 2.950 5.765
C16 0.876 2.886 3.610
Cl5 -0.149 4.088 4.351

Values from the calculation:
<S²>: 0.75
Electronic energy (a.u.): -4912.8660
HOMO level (spin up / spin down) (eV): -8.75 / -8.75
Multiplicity: 2
Net charge: 0
Molar mass (u): 542.0
Kohn-Sham gap (spin up / spin down) (eV): 9.0994 / 7.6152



Here is a structure of composition C34H35N6O8PSe2Zn at a distorted geometry from the OMol25 dataset. Energies are from ωB97M-V with the def2-TZVPD basis set.

Atoms and positions in Å:
Zn1 -0.077 -0.226 0.211
Se1 -0.799 1.912 0.985
P1 0.854 3.130 0.173
Se2 1.542 2.574 -1.749
C1 0.209 4.834 0.211
C2 -0.640 5.254 1.235
C3 -1.120 6.555 1.251
C4 -0.759 7.441 0.244
C5 0.091 7.029 -0.770
C6 0.577 5.728 -0.789
C7 2.205 3.147 1.407
C8 1.959 2.971 2.766
C9 2.995 3.086 3.683
C10 4.281 3.377 3.250
C11 4.531 3.552 1.896
C12 3.498 3.438 0.977
H1 -0.941 4.562 2.011
H2 -1.784 6.875 2.045
H3 -1.150 8.451 0.248
H4 0.368 7.717 -1.560
H5 1.226 5.395 -1.588
H6 0.959 2.735 3.105
H7 2.797 2.947 4.739
H8 5.088 3.466 3.968
H9 5.534 3.774 1.553
H10 3.690 3.561 -0.082
C13 -8.304 -0.763 1.427
C14 -7.416 -1.773 0.716
N1 -6.117 -1.951 1.369
C15 -5.911 -3.166 2.153
C16 -6.779 -3.233 3.401
C17 -5.141 -1.067 1.045
O1 -5.295 -0.168 0.232
C18 -3.823 -1.157 1.771
C19 -3.705 -0.885 3.124
C20 -2.443 -0.850 3.700
C21 -1.342 -1.051 2.893
N2 -1.444 -1.288 1.578
C22 -2.666 -1.347 1.040
H11 -9.221 -0.604 0.859
H12 -7.786 0.194 1.504
H13 -8.575 -1.095 2.431
H14 -7.235 -1.443 -0.303
H15 -7.889 -2.755 0.667
H16 -4.862 -3.230 2.428
H17 -6.121 -4.023 1.508
H18 -6.635 -2.349 4.026
H19 -6.522 -4.115 3.988
H20 -7.838 -3.298 3.148
H21 -4.590 -0.698 3.720
H22 -2.312 -0.646 4.753
H23 -0.339 -1.019 3.301
H24 -2.713 -1.559 -0.021
N3 1.844 -0.837 -0.100
C23 2.100 -1.260 -1.150
N4 2.309 -1.791 -2.319
C24 1.682 -1.211 -3.527
C25 2.615 -1.470 -4.688
O2 2.915 -2.855 -4.814
C26 3.546 -3.360 -3.652
C27 2.652 -3.217 -2.441
H25 1.526 -0.146 -3.370
H26 0.718 -1.704 -3.682
H27 3.543 -0.900 -4.559
H28 2.136 -1.162 -5.615
H29 4.490 -2.830 -3.477
H30 3.758 -4.412 -3.829
H31 3.161 -3.549 -1.538
H32 1.732 -3.791 -2.572
O3 -1.526 -1.979 -3.280
C28 -1.513 -1.082 -2.450
O4 -0.723 -0.971 -1.456
C29 -2.459 0.078 -2.567
C30 -3.773 -0.171 -2.935
C31 -4.662 0.885 -2.963
C32 -4.294 2.182 -2.669
C33 -2.974 2.388 -2.332
C34 -2.049 1.370 -2.263
N5 -2.549 3.776 -2.000
O5 -1.391 3.951 -1.689
O6 -3.404 4.639 -2.036
N6 -6.084 0.617 -3.273
O7 -6.447 -0.542 -3.280
O8 -6.802 1.570 -3.490
H33 -4.092 -1.173 -3.184
H34 -5.006 2.992 -2.688
H35 -1.022 1.591 -1.987

Values from the calculation:
Electronic energy (a.u.): -9170.5726
HOMO level (eV): -7.84
Net charge: 0
Energy above the lowest of the compared OMol25 structures with the same formula, charge and spin (eV): 0.5952
Molar mass (u): 910.0
Kohn-Sham gap (eV): 7.5639



Here is a structure of composition C20H16Cl4NO5Pt at a distorted geometry from the OMol25 dataset. Energies are from ωB97M-V with the def2-TZVPD basis set.

Atoms and positions in Å:
Pt1 -9.386 9.764 11.330
Cl1 -16.391 9.355 13.187
C1 -14.759 9.498 12.622
C2 -14.446 9.893 11.281
C3 -13.107 9.698 10.808
C4 -12.083 9.264 11.715
O1 -11.040 8.666 11.205
C5 -12.344 9.241 13.114
C6 -11.479 8.948 14.095
O2 -10.169 9.152 14.033
C7 -13.742 9.117 13.447
H1 -15.131 10.331 10.551
H2 -12.877 9.782 9.758
H3 -11.869 8.472 14.992
H4 -14.013 8.816 14.461
C8 -5.838 8.869 10.446
C9 -6.066 9.081 11.943
C10 -4.694 9.040 12.681
O3 -7.009 8.166 12.520
C11 -6.591 10.526 12.238
O4 -5.999 11.267 13.003
O5 -7.651 10.906 11.521
H5 -5.073 8.088 10.223
H6 -5.454 9.649 9.827
H7 -6.732 8.452 9.917
H8 -4.300 7.989 12.546
H9 -4.776 9.253 13.758
H10 -4.045 9.670 12.121
H11 -6.951 8.305 13.513
Cl2 -10.509 10.245 6.092
C12 -9.025 9.600 6.723
Cl3 -8.917 7.783 6.562
Cl4 -7.507 10.460 6.130
C13 -9.013 9.624 8.217
N1 -9.049 9.673 9.362
C14 -9.583 10.121 13.235
C15 -9.013 11.217 13.906
C16 -8.412 11.043 15.146
C17 -7.938 12.137 15.869
C18 -8.168 13.404 15.433
C19 -8.709 13.577 14.196
C20 -9.135 12.513 13.399
H12 -8.333 9.960 15.516
H13 -7.425 11.938 16.797
H14 -7.999 14.268 16.069
H15 -8.847 14.565 13.845
H16 -9.548 12.690 12.393

Values from the calculation:
<S²>: 6.07
Electronic energy (a.u.): -3162.5506
HOMO level (spin up / spin down) (eV): -1.69 / -6.19
Multiplicity: 5
Net charge: -1
Energy above the lowest of the compared OMol25 structures with the same formula, charge and spin (eV): 0.0486
Molar mass (u): 687.2
Kohn-Sham gap (spin up / spin down) (eV): 4.1657 / 5.6112